1.
Entry from the OMol25 dataset: a cluster of 11 separate species, H22O11 in total (ωB97M-V/def2-TZVPD).

Each line ends with the Mulliken charge.
Cartesian coordinates (Å):
O1 1.09764 -0.57309 2.11952  -0.6941
H1 0.20064 -0.76509 2.56252  0.3315
H2 1.49364 0.11891 2.65252  0.2556
O2 -3.01936 0.17591 0.12452  -0.7168
H3 -2.11936 0.40291 0.27952  0.3324
H4 -3.02936 -0.18609 -0.72448  0.3542
O3 -2.50336 -1.78909 -1.84948  -0.5467
H5 -1.83236 -1.96209 -2.46348  0.2171
H6 -3.31836 -2.23309 -2.05248  0.2668
O4 -2.33636 2.38591 -1.42748  -0.6354
H7 -2.95436 1.98291 -0.83648  0.3689
H8 -1.54636 2.74591 -0.90548  0.2812
O5 2.93064 -0.08709 -0.20848  -0.6236
H9 3.37164 -0.72809 0.29852  0.2627
H10 2.76964 -0.33009 -1.11348  0.2903
O6 0.59864 -2.36209 -1.07248  -0.5619
H11 0.76364 -2.69809 -1.96548  0.2577
H12 1.49164 -2.41309 -0.74448  0.2352
O7 -0.35536 0.12691 -0.07748  -0.2595
H13 0.05464 -0.48309 -0.70748  0.2545
H14 0.29964 0.13291 0.61752  0.2830
O8 1.01064 1.65791 -1.79248  -0.6841
H15 0.55864 1.14991 -1.12448  0.3505
H16 1.84964 2.01191 -1.53548  0.3044
O9 -1.49536 -2.65409 0.63052  -0.6699
H17 -2.07536 -2.33909 -0.04948  0.4074
H18 -0.66336 -2.36509 0.34052  0.3037
O10 -0.30536 2.21991 2.26452  -0.6289
H19 0.37264 1.60191 2.50452  0.2865
H20 -0.11036 2.59891 1.34252  0.3324
O11 2.70964 1.84691 1.63252  -0.6410
H21 3.30964 1.64591 2.39552  0.2929
H22 2.78164 1.16291 0.88552  0.3933

Forces on atoms 1 to 3 (eV/Å):
O -2.112 -0.746 1.060
H 1.898 0.239 -0.961
H 0.308 0.136 0.101

Its largest force on an atom is 3.1 eV Å⁻¹. As for the multiplicity: 1. As for the orbital gap: 9.297 eV. The energy above the lowest of the compared OMol25 structures with the same formula, charge and spin is 2.5670 eV.

2.
Entry from the OMol25 dataset: a cluster of 11 separate species, H22O11 in total (ωB97M-V/def2-TZVPD).

Each line ends with the Mulliken charge.
Cartesian coordinates (Å):
O1 -0.37780 0.44028 -0.52668  -0.6282
H1 -1.11591 -0.15890 -0.36806  0.4570
H2 0.40178 -0.11978 -0.43961  0.2921
O2 4.92852 -0.44347 -0.81235  -0.5344
H3 5.78542 -0.88077 -0.87131  0.2622
H4 4.29302 -1.16737 -0.84566  0.3015
O3 -2.69276 -2.73472 2.82125  -0.6348
H5 -2.87965 -2.72754 3.76677  0.3118
H6 -2.08594 -1.99634 2.69653  0.3044
O4 0.79846 3.49475 -0.41619  -0.5780
H7 0.93604 3.99936 -1.22578  0.2744
H8 1.37596 2.72953 -0.51581  0.2895
O5 -2.28931 -0.95964 0.44878  -0.5984
H9 -1.99568 -0.28601 1.07248  0.1995
H10 -2.76521 -1.59446 0.99606  0.3241
O6 0.29262 3.59005 2.52940  -0.5947
H11 0.66015 4.42565 2.83873  0.3003
H12 1.00762 3.19422 2.01844  0.2948
O7 -2.11877 2.13558 0.57903  -0.6160
H13 -1.35175 2.05003 0.00168  0.3505
H14 -2.15752 3.07756 0.77946  0.2847
O8 -1.60470 -2.66022 -1.48576  -0.6367
H15 -2.49581 -3.02750 -1.49012  0.3211
H16 -1.74058 -1.71368 -1.60653  0.2764
O9 3.14514 -3.88292 0.92645  -0.6232
H17 3.60094 -3.08963 0.62324  0.3016
H18 3.84237 -4.41643 1.32421  0.3187
O10 -4.62312 -0.04411 -2.62931  -0.6176
H19 -4.70635 0.76223 -3.15074  0.3162
H20 -3.67663 -0.11961 -2.46366  0.3051
O11 3.31741 0.53763 -1.18712  -0.6024
H21 3.00006 0.10849 -1.98969  0.3393
H22 3.29199 1.47775 -1.39813  0.2391

Forces on atoms 1 to 3 (eV/Å):
O 0.815 0.074 -0.493
H 0.059 -0.162 -0.157
H 0.024 0.127 -0.032

Its largest force on an atom is 5.5 eV Å⁻¹. As for the multiplicity: 1. As for the orbital gap: 10.339 eV. The energy above the lowest of the compared OMol25 structures with the same formula, charge and spin is 4.2270 eV.

3.
Entry from the OMol25 dataset: a cluster of 11 separate species, H22O11 in total (ωB97M-V/def2-TZVPD).

Each line ends with the Mulliken charge.
Cartesian coordinates (Å):
O1 -0.01972 -0.64877 0.03831  -0.3862
H1 0.46076 0.09240 -0.39386  0.2966
H2 -0.91756 -0.57729 -0.26027  0.2091
O2 4.10810 -1.50505 -2.03922  -0.6088
H3 4.39861 -2.12073 -1.38032  0.3119
H4 3.15352 -1.49478 -1.84077  0.2957
O3 -2.37610 2.07616 0.45719  -0.5254
H5 -3.10238 1.80440 -0.08232  0.2522
H6 -1.66155 1.67429 0.02396  0.2528
O4 1.00665 -1.07214 1.98829  -0.7897
H7 0.53245 -1.53437 1.25231  0.4934
H8 0.72027 -0.18505 2.08553  0.3160
O5 -5.28892 0.76367 -0.67985  -0.5592
H9 -5.17195 1.65298 -0.39684  0.3096
H10 -4.49047 0.61208 -1.06381  0.3266
O6 -3.15308 -0.55081 -0.46688  -0.6663
H11 -2.94292 0.13863 -1.07426  0.2481
H12 -2.47196 -1.21829 -0.61472  0.2670
O7 2.10859 4.34138 -0.82026  -0.6128
H13 1.16019 4.52972 -1.08748  0.3194
H14 2.22689 3.46794 -0.96560  0.2840
O8 -0.63325 -2.45605 -1.56472  -0.6507
H15 0.13832 -1.93573 -1.30592  0.3933
H16 -1.03107 -2.19159 -2.46608  0.2917
O9 0.00598 -3.42594 1.27189  -0.5787
H17 0.92606 -3.08594 1.28179  0.3123
H18 0.03100 -3.94466 1.99316  0.2461
O10 2.65312 1.08102 -0.77835  -0.6407
H19 2.44905 0.42554 -0.02608  0.3145
H20 3.29262 1.74272 -0.46004  0.3018
O11 1.46542 1.24382 2.70077  -0.5562
H21 2.37273 1.70395 2.57826  0.2683
H22 0.91302 1.66545 3.34585  0.2642

Forces on atoms 1 to 3 (eV/Å):
O 0.342 2.125 -2.170
H -0.377 -0.453 0.471
H -0.681 0.039 -0.171

Its largest force on an atom is 5.4 eV Å⁻¹. As for the multiplicity: 1. As for the orbital gap: 9.847 eV. The energy above the lowest of the compared OMol25 structures with the same formula, charge and spin is 5.3707 eV.

4.
Entry from the OMol25 dataset: a cluster of 11 separate species, H22O11 in total (ωB97M-V/def2-TZVPD).

Each line ends with the Mulliken charge.
Cartesian coordinates (Å):
O1 0.55473 -0.08742 0.32018  -0.1808
H1 0.07698 -0.91574 0.43963  0.4025
H2 0.51127 0.02552 -0.65040  0.3942
H3 0.09199 0.63256 0.82745  0.4987
O2 -1.32563 -1.83283 0.95769  -1.1244
H4 -1.81429 -1.29224 1.48329  0.1227
O3 0.16200 1.55254 -1.59801  -0.6237
H5 -0.17419 2.28962 -1.20413  0.2691
H6 0.87266 2.04304 -2.22897  0.2610
O4 -0.40848 -3.81646 -0.80690  -0.6778
H7 -0.70334 -3.12584 -0.18065  0.3912
H8 0.46328 -3.94054 -0.49891  0.2852
O5 0.77728 -3.30476 2.29177  -0.6311
H9 0.97639 -2.48693 2.84847  0.2848
H10 0.08456 -2.83080 1.88713  0.3036
O6 -0.41030 1.45744 2.14672  -0.6547
H11 -0.00314 1.46679 2.87083  0.2324
H12 -1.24733 1.93334 2.40604  0.3495
O7 -2.14537 -0.01431 -0.87358  -0.5455
H13 -3.02723 0.31578 -0.81377  0.2633
H14 -2.12199 -0.67616 -0.21304  0.3283
O8 0.20776 3.72496 2.14356  -0.6681
H15 -0.44533 4.22758 2.50125  0.2828
H16 -0.17051 2.80888 2.15380  0.3881
O9 2.18914 -2.05949 -1.40484  -0.4830
H17 2.62598 -2.91505 -1.62038  0.2782
H18 2.16480 -1.65526 -2.15051  0.2225
O10 -1.68333 0.46237 -3.60453  -0.6757
H19 -1.33881 0.62021 -2.59854  0.4084
H20 -2.13457 -0.30194 -3.57667  0.2900
O11 2.55250 2.21181 -0.22595  -0.5841
H21 2.57632 3.15910 0.19413  0.3290
H22 2.26621 2.32423 -1.22216  0.2633

Forces on atoms 1 to 3 (eV/Å):
O 1.568 0.907 -0.548
H -2.188 -2.357 1.410
H 0.106 1.007 0.099

Its largest force on an atom is 11.4 eV Å⁻¹. As for the multiplicity: 1. As for the orbital gap: 8.406 eV. The energy above the lowest of the compared OMol25 structures with the same formula, charge and spin is 7.2885 eV.

5.
Entry from the OMol25 dataset: a cluster of 11 separate species, H22O11 in total (ωB97M-V/def2-TZVPD).

Each line ends with the Mulliken charge.
Cartesian coordinates (Å):
O1 0.31087 -0.42296 -0.19911  -0.3839
H1 0.31164 0.46099 -0.56634  0.3220
H2 -0.06968 -0.32014 0.67315  0.2446
O2 1.48986 0.10747 -3.14945  -0.7311
H3 1.81345 -0.36041 -3.91926  0.2974
H4 2.12817 -0.08852 -2.46361  0.3393
O3 0.31149 1.96412 -1.30481  -0.6010
H5 -0.27170 2.67533 -1.56996  0.3172
H6 0.56111 1.53978 -2.12570  0.2441
O4 -1.87220 1.83919 0.62390  -0.6464
H7 -1.42077 1.35114 1.31257  0.1996
H8 -1.20018 1.99517 -0.03964  0.3411
O5 2.91132 -1.73342 0.80214  -0.6463
H9 2.03340 -1.42480 0.57798  0.3232
H10 2.79944 -2.19065 1.63560  0.3138
O6 -3.35323 -0.36872 -0.71402  -0.6516
H11 -2.76615 0.00066 -0.05438  0.4230
H12 -2.95876 -0.12314 -1.55087  0.2856
O7 -1.16633 -2.80778 1.87702  -0.6764
H13 -1.36789 -3.42086 1.17011  0.3107
H14 -1.56036 -1.98139 1.59762  0.4134
O8 0.61772 1.25952 2.25493  -0.5696
H15 0.12652 1.09207 3.05924  0.2780
H16 1.53443 1.14461 2.50524  0.2962
O9 2.97037 2.86257 -0.15189  -0.6373
H17 2.93378 3.73233 0.24612  0.3148
H18 2.05833 2.65136 -0.35136  0.3489
O10 0.46241 -2.46080 -2.53078  -0.6478
H19 0.60666 -1.54941 -2.27626  0.3477
H20 0.94148 -2.97103 -1.87778  0.3103
O11 -2.70749 -0.63854 1.94452  -0.6420
H21 -3.64598 -0.73525 1.78291  0.2553
H22 -2.56164 -1.07833 2.78210  0.3072

Forces on atoms 1 to 3 (eV/Å):
O 0.256 -1.062 -0.060
H -0.107 0.345 0.161
H 0.031 0.017 0.291

Its largest force on an atom is 1.1 eV Å⁻¹. As for the multiplicity: 1. As for the orbital gap: 10.851 eV. The energy above the lowest of the compared OMol25 structures with the same formula, charge and spin is 1.4838 eV.

6.
Entry from the OMol25 dataset: a cluster of 11 separate species, H23O11 in total (ωB97M-V/def2-TZVPD).

Each line ends with the Mulliken charge.
Cartesian coordinates (Å):
O1 0.89714 -0.92860 -4.31116  -0.6152
H1 1.37443 -1.69643 -4.65988  0.3066
H2 0.07542 -0.85251 -4.82313  0.3106
O2 1.25360 0.79526 2.73256  -0.5519
H3 0.70299 1.37540 3.28546  0.2845
H4 2.03839 0.51406 3.27213  0.2614
O3 -3.60987 -0.95725 -1.43306  -0.6370
H5 -1.79301 -1.06268 0.57952  0.3244
H6 2.47496 -4.15276 2.24406  0.3177
O4 3.18492 2.41173 -0.80892  -0.6522
H7 2.95880 3.07185 -1.46611  0.3398
H8 1.80278 0.36826 -2.74883  0.3181
O5 -2.03043 1.89568 3.06350  -0.6809
H9 -1.87898 2.76145 3.44728  0.3255
H10 2.78034 2.58486 0.04926  0.3108
O6 1.43826 0.10205 0.39149  -0.6633
H11 1.13745 -0.81908 0.23700  0.2737
H12 -2.86173 -0.76420 -2.00937  0.3097
O7 -3.52887 1.67089 0.87133  -0.6073
H13 -3.88135 -0.11826 -1.02774  0.3229
O8 -0.80661 -0.58462 -1.76724  -0.6737
H14 0.01485 -0.79224 -2.24464  0.3387
H15 -0.80961 -1.34462 -1.14981  0.3974
O9 2.15850 0.35610 -1.86402  -0.4260
H16 -2.65108 1.63652 1.26710  0.3947
H17 1.49914 0.45218 -0.90038  0.6709
O10 -1.04272 -1.70698 0.58754  -0.7018
H18 3.10153 0.69229 -1.88272  0.3617
H19 -1.68604 -2.43927 0.47785  0.3218
O11 1.78402 -3.49992 2.10076  -0.6021
H20 2.20433 -2.69749 2.46248  0.2935
H21 0.67543 0.31800 0.97682  0.4226
H22 -2.84792 1.54108 3.43275  0.3241
H23 -4.12906 1.86926 1.61813  0.2803

Forces on atoms 1 to 3 (eV/Å):
O -0.005 0.024 0.079
H -0.249 0.249 0.026
H 0.371 -0.085 0.166

Its largest force on an atom is 2.3 eV Å⁻¹. Its total charge is +1. As for the multiplicity: 1. As for the orbital gap: 10.533 eV. The energy above the lowest of the compared OMol25 structures with the same formula, charge and spin is 3.4727 eV.

What is the formula in the sixth record?
H23O11

Look up the orbital gap of the fifth one.
10.851 eV